Entry from OMol25: 7 unconnected molecules or ions with the total composition C69H154NO7P4 (wB97M-V/def2-TZVPD).

Spin multiplicity = 1
HOMO = -14.80 eV
Strongest force on any atom = 4.05 eV/Å
E = -127011.9352 eV
Net charge = +3
LUMO level = -4.5 eV

Each line ends with the Mulliken charge.
Element x y z (Å)
C (1.863, -3.183, 3.862)  -0.8534
C (2.689, -4.144, 3.078)  -1.2329
C (2.291, -4.356, 1.621)  -0.6723
C (2.575, -3.005, 0.893)  -1.2312
P (3.188, -2.924, -0.828)  1.2919
C (1.830, -3.212, -1.964)  -0.9519
C (0.927, -4.350, -1.704)  -0.1635
C (-0.268, -4.143, -2.586)  0.1550
C (-1.220, -5.257, -2.423)  -1.5090
C (4.619, -3.981, -1.221)  -1.0502
C (4.931, -4.005, -2.698)  -0.7152
C (6.441, -4.352, -2.813)  -0.4521
C (7.027, -4.313, -4.228)  -1.4685
C (3.720, -1.224, -1.018)  -0.1102
C (4.162, -0.894, -2.424)  -0.4393
C (4.369, 0.682, -2.564)  -1.0049
C (3.077, 1.519, -2.451)  0.0347
H (1.838, -2.195, 3.417)  0.0805
H (2.303, -3.208, 4.841)  0.3934
H (0.896, -3.581, 4.029)  0.5023
H (2.688, -5.127, 3.525)  0.6706
H (3.742, -3.852, 3.024)  0.2716
H (1.265, -4.564, 1.448)  0.5056
H (2.928, -5.181, 1.213)  0.3810
H (3.374, -2.498, 1.442)  0.7246
H (1.734, -2.278, 0.916)  -0.0193
H (2.244, -3.373, -2.929)  1.0061
H (1.281, -2.257, -2.007)  0.0088
H (0.605, -4.464, -0.643)  -0.1184
H (1.520, -5.217, -2.007)  0.3485
H (0.111, -4.044, -3.602)  0.2664
H (-0.738, -3.169, -2.319)  -0.0331
H (-1.425, -5.441, -1.349)  0.3252
H (-0.874, -6.159, -2.959)  0.3686
H (-2.220, -5.179, -2.810)  0.4140
H (4.567, -5.066, -0.985)  0.6269
H (5.437, -3.622, -0.604)  0.5849
H (4.698, -3.070, -3.188)  0.4058
H (4.361, -4.796, -3.238)  0.3450
H (6.536, -5.439, -2.461)  0.3014
H (7.023, -3.644, -2.235)  0.3253
H (7.926, -4.914, -4.282)  0.4196
H (7.400, -3.375, -4.552)  0.3615
H (6.346, -4.764, -4.905)  0.3662
H (4.525, -1.070, -0.303)  0.9175
H (2.857, -0.635, -0.703)  -0.6394
H (3.376, -1.180, -3.115)  0.3282
H (5.124, -1.390, -2.692)  0.0551
H (4.818, 0.941, -3.471)  0.5054
H (5.001, 0.974, -1.685)  0.4538
H (3.219, 2.619, -2.365)  0.4225
H (2.637, 1.173, -1.500)  -0.2854
H (2.372, 1.298, -3.294)  -0.2751
C (6.098, -4.141, 5.754)  -1.1727
C (6.244, -2.620, 5.716)  -0.6105
C (5.030, -1.956, 6.369)  -0.0967
C (4.929, -0.456, 6.089)  -1.0497
P (3.513, 0.455, 6.652)  1.1407
C (1.937, -0.269, 6.079)  0.3453
C (0.623, 0.146, 6.858)  -0.4037
C (-0.415, -0.985, 6.795)  -1.2420
C (-1.182, -1.052, 5.453)  -0.0210
C (3.549, 0.605, 8.405)  -1.2113
C (3.427, -0.697, 9.200)  -0.3603
C (3.097, -0.595, 10.659)  -0.5029
C (2.279, -1.826, 11.030)  -1.1945
C (3.735, 2.268, 6.221)  -1.2509
C (4.691, 2.547, 5.054)  -0.9605
C (4.310, 2.085, 3.650)  0.9037
C (5.115, 2.920, 2.582)  -1.8129
H (5.359, -4.496, 5.033)  0.1243
H (5.641, -4.441, 6.711)  0.3203
H (6.971, -4.754, 5.702)  0.4379
H (6.439, -2.246, 4.711)  0.4074
H (7.150, -2.307, 6.227)  0.4589
H (5.062, -2.141, 7.471)  -0.0907
H (4.147, -2.512, 6.073)  -0.0048
H (5.036, -0.194, 5.051)  0.5633
H (5.802, 0.024, 6.579)  0.5224
H (2.021, -1.332, 6.280)  0.4438
H (1.883, -0.060, 5.001)  -0.6157
H (0.277, 1.092, 6.489)  0.2888
H (0.816, 0.288, 7.917)  0.6454
H (-1.095, -0.851, 7.692)  0.3929
H (0.042, -1.992, 7.010)  0.4121
H (-1.462, 0.000, 5.161)  -0.4267
H (-2.077, -1.622, 5.504)  0.6840
H (-0.477, -1.339, 4.656)  -0.2815
H (2.641, 1.188, 8.722)  0.4456
H (4.515, 1.114, 8.592)  0.6319
H (4.298, -1.344, 9.123)  0.2421
H (2.550, -1.182, 8.727)  0.0889
H (2.548, 0.345, 10.892)  0.3164
H (3.935, -0.542, 11.332)  0.4230
H (1.296, -1.811, 10.491)  0.2563
H (1.981, -1.830, 12.098)  0.4039
H (2.791, -2.797, 10.775)  0.2930
H (4.261, 2.573, 7.160)  0.5284
H (2.853, 2.820, 6.172)  0.5397
H (5.666, 2.134, 5.330)  0.3284
H (4.880, 3.634, 4.931)  0.5523
H (3.281, 2.331, 3.493)  -0.1171
H (4.362, 0.976, 3.530)  0.0231
H (4.593, 2.736, 1.667)  0.3662
H (6.173, 2.805, 2.508)  0.4405
H (4.957, 3.955, 2.750)  0.4379
C (-2.046, -3.791, -6.384)  -1.2848
C (-3.117, -3.051, -7.209)  -0.4513
C (-2.491, -2.222, -8.361)  -0.3009
C (-1.579, -1.104, -7.847)  -0.4918
P (-1.349, 0.436, -8.807)  1.2515
C (-2.931, 1.263, -9.126)  -0.7473
C (-3.801, 0.576, -10.156)  -0.1433
C (-5.038, 1.423, -10.631)  -0.9000
C (-5.925, 1.774, -9.486)  -1.0403
C (-0.545, 1.624, -7.733)  -1.2696
C (0.948, 1.635, -7.360)  -1.1083
C (1.447, 0.527, -6.420)  0.5334
C (2.892, 0.750, -5.947)  -0.8928
C (-0.379, 0.274, -10.299)  -0.9754
C (-0.509, -1.024, -11.116)  -0.7557
C (0.455, -2.095, -10.625)  -0.1657
C (0.234, -3.527, -11.169)  -1.5069
H (-1.418, -3.097, -5.849)  0.1918
H (-1.368, -4.420, -6.964)  0.4227
H (-2.516, -4.314, -5.588)  0.4901
H (-3.672, -2.365, -6.550)  0.1199
H (-3.795, -3.746, -7.697)  0.4243
H (-3.257, -1.758, -8.926)  0.3390
H (-1.820, -2.843, -8.970)  -0.2430
H (-0.603, -1.444, -7.596)  0.7732
H (-1.919, -0.663, -6.885)  -0.0268
H (-2.667, 2.313, -9.302)  0.7254
H (-3.447, 1.238, -8.167)  0.1995
H (-4.163, -0.312, -9.622)  0.1937
H (-3.207, 0.353, -11.042)  0.1725
H (-5.545, 0.823, -11.394)  0.3737
H (-4.581, 2.290, -11.081)  0.4294
H (-5.398, 2.498, -8.801)  0.2242
H (-6.113, 0.899, -8.870)  0.2559
H (-6.901, 2.156, -9.784)  0.4317
H (-1.155, 1.480, -6.829)  0.3006
H (-0.847, 2.582, -8.156)  0.6754
H (1.106, 2.567, -6.836)  0.5001
H (1.495, 1.698, -8.295)  0.3117
H (1.304, -0.455, -6.894)  0.0890
H (0.871, 0.618, -5.511)  0.0540
H (2.994, 0.075, -5.046)  -0.2025
H (3.011, 1.821, -5.646)  0.3493
H (3.623, 0.399, -6.686)  0.4289
H (0.726, 0.489, -10.163)  0.4635
H (-0.742, 1.147, -10.912)  0.4208
H (-0.392, -0.749, -12.145)  0.6364
H (-1.520, -1.304, -11.007)  0.2913
H (0.517, -2.067, -9.488)  -0.0175
H (1.500, -1.831, -10.835)  0.4857
H (-0.713, -3.903, -10.798)  0.3035
H (0.993, -4.194, -10.753)  0.3919
H (0.237, -3.606, -12.256)  0.3751
C (-2.746, 2.992, 9.060)  -1.4214
C (-2.333, 3.688, 7.736)  -0.5917
C (-3.000, 3.165, 6.457)  0.3059
C (-2.411, 3.867, 5.202)  -0.8647
P (-3.441, 3.745, 3.774)  0.6899
C (-3.653, 2.001, 3.409)  -0.0037
C (-4.569, 1.641, 2.216)  -0.6041
C (-5.092, 0.239, 2.258)  -0.7898
C (-4.130, -0.919, 2.110)  -0.6173
C (-2.622, 4.550, 2.423)  -0.9683
C (-2.558, 6.070, 2.738)  -0.7588
C (-2.068, 6.817, 1.420)  -0.6577
C (-0.594, 6.599, 1.102)  -1.1246
C (-5.049, 4.655, 3.995)  -1.0934
C (-6.119, 3.778, 4.724)  -0.4047
C (-7.353, 4.520, 4.943)  -0.6072
C (-8.389, 3.697, 5.688)  -1.3785
H (-2.487, 1.929, 9.028)  0.2495
H (-3.826, 2.965, 9.189)  0.3631
H (-2.240, 3.383, 9.922)  0.4256
H (-1.226, 3.669, 7.622)  0.3107
H (-2.571, 4.722, 7.877)  0.4525
H (-4.084, 3.299, 6.538)  -0.2086
H (-2.907, 2.065, 6.361)  0.0877
H (-1.431, 3.435, 4.925)  0.4287
H (-2.254, 4.932, 5.480)  0.5958
H (-4.049, 1.594, 4.355)  0.6307
H (-2.595, 1.684, 3.312)  -0.6208
H (-3.977, 1.747, 1.289)  0.4046
H (-5.395, 2.351, 2.107)  0.4974
H (-5.789, 0.180, 1.443)  0.4177
H (-5.623, 0.126, 3.230)  0.2888
H (-3.338, -0.804, 2.838)  -0.1088
H (-3.768, -1.024, 1.074)  0.0942
H (-4.652, -1.834, 2.383)  0.4735
H (-3.311, 4.464, 1.585)  0.5877
H (-1.677, 4.026, 2.227)  0.5887
H (-1.803, 6.242, 3.500)  0.3178
H (-3.481, 6.557, 3.124)  0.3435
H (-2.193, 7.860, 1.699)  0.3876
H (-2.795, 6.697, 0.604)  0.4541
H (-0.083, 7.597, 0.991)  0.3619
H (-0.479, 6.124, 0.100)  0.2268
H (-0.074, 6.061, 1.911)  0.2925
H (-5.353, 4.970, 3.015)  0.6424
H (-4.777, 5.559, 4.567)  0.6765
H (-5.775, 3.483, 5.693)  0.1143
H (-6.262, 2.831, 4.231)  0.1828
H (-7.807, 4.805, 4.018)  0.4089
H (-7.147, 5.421, 5.520)  0.3896
H (-8.333, 2.651, 5.345)  0.3110
H (-9.386, 4.118, 5.673)  0.3974
H (-8.024, 3.580, 6.711)  0.3411
C (-3.572, -0.946, -3.999)  -0.9349
C (-4.104, 0.199, -4.871)  0.4098
O (-3.402, 0.531, -5.784)  -0.5738
N (-5.322, 0.723, -4.534)  -0.1499
H (-5.614, 0.633, -3.585)  0.2690
H (-0.519, 0.929, -2.170)  0.1169
C (-6.020, 1.692, -5.302)  -0.7273
H (-2.525, -1.184, -4.184)  0.0814
H (-4.164, -1.869, -4.106)  0.3753
H (-3.667, -0.777, -2.921)  0.4115
H (-6.287, 1.443, -6.346)  0.0896
H (-5.388, 2.552, -5.429)  0.3021
H (-6.926, 1.977, -4.780)  0.3608
O (-1.178, 0.820, -0.044)  -0.8499
C (-0.390, 0.009, -0.629)  0.2550
O (0.405, -0.808, -0.115)  -0.6378
O (-0.486, 0.047, -1.938)  0.1177
H (1.049, 0.183, 1.195)  -0.3779
O (-0.844, 0.449, 2.381)  0.0743
C (0.367, 0.729, 2.818)  0.3501
O (1.416, 0.609, 2.044)  0.3211
O (0.562, 1.324, 3.893)  -0.4866
H (-0.996, 0.556, 1.375)  0.2564